# 1
DFT (wB97M-V/def2-TZVPD) results for CH5N3O as an isolated structure at a distorted geometry.

```
10
CH5N3O wB97M-V/def2-TZVPD
N 1.513 0.931 0.036
H 1.936 1.740 0.551
H 2.349 0.192 0.159
N -1.392 -0.847 -0.722
H -1.179 1.517 0.213
H 0.578 -1.699 0.350
H -1.456 -1.795 -0.401
C -0.072 -0.564 -0.132
N 0.196 0.691 -0.102
O -2.475 -0.166 0.048
```

Results
* highest occupied orbital energy: -0.294 Ha
* energy relative to the best compared isomer or geometry (same formula, charge and spin): 9.358 eV
* LUMO energy: -1.014 eV
* total energy: -7626.2791 eV
* gap between HOMO and LUMO: 6.97 eV

---

# 2
DFT (wB97M-V/def2-TZVPD) results for one molecule with the formula CH5N3O at a distorted geometry.

```
10
CH5N3O wB97M-V/def2-TZVPD
H 1.225 0.729 -1.531
H -1.564 -1.378 0.585
N 1.308 0.271 0.331
H 1.561 0.088 1.294
N -0.534 0.079 -1.132
N -0.841 -0.484 1.023
H -0.538 -0.922 2.156
H -1.099 1.042 -0.889
C 0.096 -0.026 0.187
O 0.386 0.599 -2.024
```

Results
* highest occupied orbital energy: -0.349 Ha
* SMILES: [H]/N=C(\N)NO
* energy relative to the best compared isomer or geometry (same formula, charge and spin): 3.286 eV
* LUMO energy: 0.368 eV
* total energy: -7632.3515 eV
* gap between HOMO and LUMO: 9.86 eV

---

# 3
DFT (wB97M-V/def2-TZVPD) results for one molecule with the formula CH5N3O at a distorted geometry.

```
10
CH5N3O wB97M-V/def2-TZVPD
N -0.328 1.667 -0.703
H -0.995 -1.848 1.160
N 0.668 -0.394 -1.158
O -0.274 0.170 0.964
H -0.298 2.345 0.041
H 0.735 -1.377 -0.921
H 0.583 -1.691 1.093
C 0.119 0.364 -0.326
N -0.250 -1.207 1.441
H 0.040 1.971 -1.590
```

Results
* highest occupied orbital energy: -0.360 Ha
* SMILES: [H]/N=C(/N)ON
* energy relative to the best compared isomer or geometry (same formula, charge and spin): 1.641 eV
* LUMO energy: 0.902 eV
* total energy: -7633.9964 eV
* gap between HOMO and LUMO: 10.70 eV

---

# 4
DFT (wB97M-V/def2-TZVPD) results for a 2-piece molecular cluster, CH5N3O2 overall.

```
11
CH5N3O2 wB97M-V/def2-TZVPD
N 1.492 -0.865 -0.009
H 0.923 -1.518 -0.518
O -1.431 -1.078 -0.722
O 2.126 1.293 0.251
H -2.172 1.185 -0.371
H 1.838 -1.132 0.900
N -1.537 -0.594 0.397
H 1.139 0.596 -1.380
H -2.018 1.058 1.375
N -1.954 0.634 0.463
C 1.594 0.420 -0.386
```

Results
* highest occupied orbital energy: -0.363 Ha
* SMILES: NC=O.NN=O
* energy relative to the best compared isomer or geometry (same formula, charge and spin): 0.966 eV
* LUMO energy: 0.698 eV
* total energy: -9681.5041 eV
* gap between HOMO and LUMO: 10.57 eV

---

# 5
DFT (wB97M-V/def2-TZVPD) results for an isolated ion of composition CH5N3OP and charge +1 at a distorted geometry.

```
11
CH5N3OP wB97M-V/def2-TZVPD
N 1.024 -1.151 0.120
C 0.111 -0.265 -0.330
P -0.334 0.944 2.266
H -1.061 0.295 -1.840
N -0.552 0.596 0.569
H 1.432 -1.314 0.993
N -0.169 -0.250 -1.608
H 1.487 -1.704 -0.495
H -1.272 1.317 0.150
O -1.259 2.038 2.379
H 0.592 -0.506 -2.204
```

Results
* highest occupied orbital energy: -0.557 Ha
* SMILES: NC(=[NH2+])NP=O
* charge: +1
* energy relative to the best compared isomer or geometry (same formula, charge and spin): 0.360 eV
* LUMO energy: -4.853 eV
* total energy: -16918.5978 eV
* gap between HOMO and LUMO: 10.30 eV

---

# 6
DFT (wB97M-V/def2-TZVPD) results for one molecule with the formula CH5N3OS at a distorted geometry.

```
11
CH5N3OS wB97M-V/def2-TZVPD
N 0.506 1.035 0.245
N -0.524 1.185 -0.602
H -1.075 1.944 -0.505
H 0.205 -0.258 -1.621
H 0.431 1.385 1.243
O 0.851 -0.867 -1.127
H -0.544 -1.963 0.881
N -0.490 -0.936 0.826
H 1.694 -0.828 0.670
C 0.697 -0.492 0.155
S -1.751 -0.202 -0.165
```

Results
* highest occupied orbital energy: -0.297 Ha
* SMILES: O[C@H]1NNSN1
* energy relative to the best compared isomer or geometry (same formula, charge and spin): 2.410 eV
* LUMO energy: 0.510 eV
* total energy: -18468.0247 eV
* gap between HOMO and LUMO: 8.59 eV

---

# 7
DFT (wB97M-V/def2-TZVPD) results for one molecule with the formula CH5N3OS at a distorted geometry.

```
11
CH5N3OS wB97M-V/def2-TZVPD
H 2.654 0.229 0.970
N -1.307 0.111 -0.314
O -1.651 -1.156 0.099
H 0.392 -1.469 0.267
H -1.820 0.774 0.276
H -0.124 2.338 -0.037
S 2.564 -0.517 -0.157
N 0.883 -0.730 -0.227
C 0.091 0.396 -0.208
N 0.500 1.566 -0.069
H -2.183 -1.543 -0.600
```

Results
* highest occupied orbital energy: -0.335 Ha
* SMILES: [H]/N=C(\NO)NS
* energy relative to the best compared isomer or geometry (same formula, charge and spin): 1.486 eV
* LUMO energy: 0.686 eV
* total energy: -18468.9484 eV
* gap between HOMO and LUMO: 9.81 eV

---

# 8
DFT (wB97M-V/def2-TZVPD) results for a 2-piece molecular cluster, CH5N3S overall at a distorted geometry.

```
10
CH5N3S wB97M-V/def2-TZVPD
N 0.854 -1.104 0.980
N 0.172 -0.158 1.522
N -1.074 0.690 -0.416
C -0.276 0.719 -1.449
S -0.095 1.864 -2.613
H 0.372 -0.122 -1.373
H 1.826 -0.876 0.620
H 0.585 -2.049 1.018
H -0.614 -0.500 1.926
H -1.748 1.536 -0.216
```

Results
* highest occupied orbital energy (alpha / beta): -0.269 / -0.269 Ha
* energy relative to the best compared isomer or geometry (same formula, charge and spin): 4.325 eV
* LUMO energy (alpha / beta): -1.851 / -1.833 eV
* total energy: -16418.9958 eV
* gap between HOMO and LUMO (alpha / beta): 5.47 / 5.50 eV

---

# 9
DFT (wB97M-V/def2-TZVPD) results for one molecule with the formula CH5N3S at a distorted geometry.

```
10
CH5N3S wB97M-V/def2-TZVPD
C -0.434 -0.160 0.073
H -1.957 -1.556 -0.141
H 0.002 -1.745 -1.113
H 2.179 -0.869 -0.042
N -1.715 -0.677 0.251
N 0.413 -0.998 -0.621
H 1.776 0.321 -1.270
H -2.452 -0.187 0.669
N 1.710 -0.627 -0.920
S 0.012 1.320 0.655
```

Results
* highest occupied orbital energy: -0.309 Ha
* SMILES: NNC(N)=S
* energy relative to the best compared isomer or geometry (same formula, charge and spin): 0.288 eV
* LUMO energy: 0.826 eV
* total energy: -16423.0324 eV
* gap between HOMO and LUMO: 9.23 eV

---

# 10
DFT (wB97M-V/def2-TZVPD) results for one molecule with the formula CH5N3S2 at a distorted geometry.

```
11
CH5N3S2 wB97M-V/def2-TZVPD
C 0.075 0.113 -0.037
S -2.624 -0.038 -0.047
H 1.205 -1.465 -0.727
S 2.772 -0.047 0.115
N 0.187 1.375 -0.048
N 1.222 -0.730 -0.033
H -2.759 0.433 1.209
H -0.979 -1.611 0.417
H -0.728 1.795 0.028
H 2.691 0.868 -0.848
N -1.063 -0.692 -0.030
```

Results
* highest occupied orbital energy: -0.339 Ha
* SMILES: N=C(NS)NS
* energy relative to the best compared isomer or geometry (same formula, charge and spin): 0.000 eV
* LUMO energy: 0.549 eV
* total energy: -27258.1151 eV
* gap between HOMO and LUMO: 9.76 eV

---

# 11
DFT (wB97M-V/def2-TZVPD) results for an isolated ion of composition CH5N4O and charge +1 at a distorted geometry.

```
11
CH5N4O wB97M-V/def2-TZVPD
H -1.083 0.297 -1.352
N 0.958 -0.061 -0.353
N -1.301 0.184 -0.330
N -0.188 -0.484 1.567
N 0.747 0.566 -1.755
O 1.746 0.673 -2.379
C -0.194 -0.083 0.301
H 0.758 -0.773 2.000
H -2.201 0.188 0.029
H 1.808 0.019 0.118
H -1.051 -0.527 2.154
```

Results
* highest occupied orbital energy: -0.574 Ha
* SMILES: NC(N)=[NH+]N=O
* charge: +1
* energy relative to the best compared isomer or geometry (same formula, charge and spin): 0.275 eV
* LUMO energy: -5.430 eV
* total energy: -9117.0244 eV
* gap between HOMO and LUMO: 10.18 eV

---

# 12
DFT (wB97M-V/def2-TZVPD) results for a 2-piece molecular cluster, CH5NO overall at a distorted geometry.

```
8
CH5NO wB97M-V/def2-TZVPD
H 0.956 0.113 -0.288
H 2.567 0.899 -0.733
C 1.670 0.920 -0.122
H -3.262 -1.739 -0.043
O -2.392 -2.161 -0.096
H 0.745 1.998 1.152
N 1.675 1.643 0.928
H -1.959 -1.673 -0.799
```

Results
* highest occupied orbital energy: -0.352 Ha
* SMILES: C=N.O
* energy relative to the best compared isomer or geometry (same formula, charge and spin): 1.360 eV
* LUMO energy: 0.661 eV
* total energy: -4654.0238 eV
* gap between HOMO and LUMO: 10.23 eV

---

# 13
DFT (wB97M-V/def2-TZVPD) results for CH5NO2 as an isolated structure at a distorted geometry.

```
9
CH5NO2 wB97M-V/def2-TZVPD
O -1.299 0.108 0.181
N 1.118 -0.332 0.840
H 1.318 -1.228 1.268
H 1.640 -0.223 -0.020
H 1.450 0.378 1.482
H -2.353 0.370 -1.517
C -1.368 0.369 -1.033
O -0.358 0.673 -1.714
H -0.148 -0.116 0.513
```

Results
* highest occupied orbital energy (alpha / beta): -0.639 / -0.636 Ha
* 2S+1: 2
* charge: +1
* energy relative to the best compared isomer or geometry (same formula, charge and spin): 0.000 eV
* expectation value of S²: 0.7547
* LUMO energy (alpha / beta): -4.322 / -9.412 eV
* total energy: -6693.9125 eV
* gap between HOMO and LUMO (alpha / beta): 13.08 / 7.89 eV

---

# 14
DFT (wB97M-V/def2-TZVPD) results for a 2-piece molecular cluster, CH5NO2PS overall at a distorted geometry.

```
11
CH5NO2PS wB97M-V/def2-TZVPD
O 1.347 -0.502 -2.398
H -2.364 0.428 1.025
H 0.820 1.883 0.068
H -2.218 -1.365 1.031
N 1.554 1.461 0.583
O 1.130 -2.009 -0.452
H 2.483 1.590 0.218
C -1.678 -0.382 0.703
H -0.686 -0.187 1.257
S -1.279 -0.239 -1.037
P 0.892 -0.678 -0.998
```

Results
* highest occupied orbital energy (alpha / beta): -0.159 / -0.159 Ha
* charge: -1
* energy relative to the best compared isomer or geometry (same formula, charge and spin): 2.731 eV
* LUMO energy (alpha / beta): 3.220 / 3.220 eV
* total energy: -26828.4131 eV
* gap between HOMO and LUMO (alpha / beta): 7.55 / 7.55 eV

---

# 15
DFT (wB97M-V/def2-TZVPD) results for a 2-piece molecular cluster, CH5NO2S overall at a distorted geometry.

```
10
CH5NO2S wB97M-V/def2-TZVPD
N 0.983 -0.178 0.686
O 2.132 -0.502 1.244
H 3.080 0.004 -1.051
S 0.763 0.215 -0.951
O -1.302 -0.544 1.801
C 2.203 0.229 -1.732
H -1.114 -1.451 2.151
H 2.263 0.905 -2.591
H 0.104 -0.230 1.208
H -0.873 -0.041 2.571
```

Results
* highest occupied orbital energy (alpha / beta): -0.271 / -0.301 Ha
* energy relative to the best compared isomer or geometry (same formula, charge and spin): 5.168 eV
* LUMO energy (alpha / beta): 0.236 / 0.194 eV
* total energy: -17533.7751 eV
* gap between HOMO and LUMO (alpha / beta): 7.62 / 8.38 eV

---

# 16
DFT (wB97M-V/def2-TZVPD) results for a 2-piece molecular cluster, CH5NO2S overall at a distorted geometry.

```
10
CH5NO2S wB97M-V/def2-TZVPD
H -1.661 1.209 2.678
N -1.108 0.604 0.756
H 1.561 -2.234 -2.527
C -1.842 1.169 1.577
S 1.005 -0.348 -1.330
H -2.834 1.493 1.201
O 0.818 -1.008 -0.041
O 2.056 -1.381 -2.235
H 2.207 0.299 -0.975
H -0.202 0.197 0.897
```

Results
* highest occupied orbital energy: -0.339 Ha
* energy relative to the best compared isomer or geometry (same formula, charge and spin): 3.433 eV
* LUMO energy: 0.261 eV
* total energy: -17535.5105 eV
* gap between HOMO and LUMO: 9.49 eV

---

# 17
DFT (wB97M-V/def2-TZVPD) results for CH5NO2S as an isolated structure at a distorted geometry.

```
10
CH5NO2S wB97M-V/def2-TZVPD
H 2.031 0.754 0.639
H -2.324 1.521 0.128
O -0.922 2.235 1.070
S -0.583 0.954 1.621
C 0.959 0.639 -1.044
H -0.026 0.608 -1.467
O 0.312 0.995 2.765
N 1.163 0.546 0.194
H -3.052 1.145 -0.010
H 1.658 0.737 -1.921
```

Results
* highest occupied orbital energy: -0.376 Ha
* energy relative to the best compared isomer or geometry (same formula, charge and spin): 3.247 eV
* LUMO energy: 0.100 eV
* total energy: -17535.6967 eV
* gap between HOMO and LUMO: 10.34 eV

---

# 18
DFT (wB97M-V/def2-TZVPD) results for one molecule with the formula CH5NO2S at a distorted geometry.

```
10
CH5NO2S wB97M-V/def2-TZVPD
O -0.089 0.966 0.008
H -1.881 0.252 0.825
H 1.592 -1.666 -1.002
C -1.375 0.605 -0.123
H 0.811 -0.298 1.642
O 2.420 0.537 0.005
H -1.896 1.473 -0.609
S 1.136 -0.094 0.321
H -1.626 -0.185 -0.763
N 0.909 -1.589 -0.303
```

Results
* highest occupied orbital energy: -0.364 Ha
* SMILES: CO[S@@H](=N)=O
* energy relative to the best compared isomer or geometry (same formula, charge and spin): 3.802 eV
* LUMO energy: 0.544 eV
* total energy: -17535.1416 eV
* gap between HOMO and LUMO: 10.46 eV

---

# 19
DFT (wB97M-V/def2-TZVPD) results for one molecule with the formula CH5NO2S at a distorted geometry.

```
10
CH5NO2S wB97M-V/def2-TZVPD
H 0.110 0.056 -1.503
N 1.422 -1.314 -0.027
H 2.118 -0.839 0.629
O -1.378 1.601 0.780
O -2.180 -0.583 -0.239
H 0.937 -2.031 0.412
H -1.081 2.131 0.062
C 0.368 0.024 -0.433
S -1.196 -0.048 0.685
H 0.880 1.004 -0.365
```

Results
* highest occupied orbital energy: -0.357 Ha
* energy relative to the best compared isomer or geometry (same formula, charge and spin): 2.981 eV
* LUMO energy: 0.494 eV
* total energy: -17535.9626 eV
* gap between HOMO and LUMO: 10.21 eV

---

# 20
DFT (wB97M-V/def2-TZVPD) results for a 2-piece molecular cluster, CH5NO2S overall at a distorted geometry.

```
10
CH5NO2S wB97M-V/def2-TZVPD
S 1.072 -0.455 -1.056
H 3.103 -0.760 -1.366
H -0.110 0.315 2.123
C -1.864 0.525 1.366
O 2.401 -1.083 -1.932
N -0.777 -0.115 1.477
H -2.133 1.358 2.058
H -2.660 0.273 0.635
O 0.855 0.939 -1.303
H 0.114 -0.997 -2.002
```

Results
* highest occupied orbital energy: -0.351 Ha
* energy relative to the best compared isomer or geometry (same formula, charge and spin): 3.026 eV
* LUMO energy: 0.604 eV
* total energy: -17535.9173 eV
* gap between HOMO and LUMO: 10.15 eV